Entry 1:
Molecular formula: C35H82FN4O27S9
Method: DFT, the ωB97M-V functional and the def2-TZVPD basis

highest occupied orbital energy = -5.0 eV
molar mass = 1298.64 g mol⁻¹
multiplicity = 1
orbital gap = 6.620 eV
DFT total energy = -199099.485 eV
charge = -1

Geometry (Å):
1 H -1.38523 0.53890 -5.70700
2 S -1.06066 -5.39300 1.84541
3 H -0.19913 2.02006 3.38099
4 O 0.51502 4.88808 9.12763
5 C -1.91423 0.22384 -2.97591
6 C 0.16548 7.33126 9.99877
7 C -3.14470 0.93176 -3.53640
8 O 0.01033 -5.10321 2.75331
9 H -2.66275 -8.97574 -3.26018
10 H -2.66639 6.14907 6.21768
11 H -2.86349 1.58304 -4.37612
12 H -4.58131 -9.06193 -5.63784
13 H -4.89611 0.49592 -4.71272
14 H -1.91118 -7.32100 0.82393
15 H 8.14143 2.74366 5.60884
16 H -0.30656 -3.25666 -2.29012
17 S -3.71803 -11.90203 -4.77450
18 H -0.22646 -9.12298 -1.99963
19 H -0.17412 4.61529 -0.88773
20 O 0.49405 -6.55375 -2.00751
21 C -3.77270 -13.27090 -3.66991
22 C 1.27544 -1.15908 -4.01403
23 S 0.43578 -0.96111 -5.51371
24 C 4.25727 0.05093 -5.90440
25 O 5.00100 3.40230 4.51902
26 C 0.60864 -8.96581 -2.67761
27 O 1.32159 4.04862 1.96812
28 H 9.87902 1.22699 -6.44885
29 O 1.67730 -7.05772 -4.10196
30 H -3.47972 -4.63844 4.17769
31 H -3.61725 1.56685 -2.78690
32 O -1.79299 5.68285 9.51944
33 O -0.87056 4.74809 2.89306
34 H -4.34724 -1.48339 -2.46186
35 H 5.65626 5.76517 2.01067
36 C -5.65620 6.51583 3.17365
37 C -3.27217 -3.12423 2.64957
38 O -2.42255 -5.43834 2.65536
39 H 0.05665 7.26107 2.79977
40 H -3.65913 -0.78052 -4.73032
41 O 5.83080 -0.15885 -8.00612
42 S 5.67563 0.58144 -6.78695
43 O -1.23725 -4.59117 0.67938
44 H 7.30441 5.68699 5.84275
45 C 1.57699 -1.45464 -1.96793
46 H 4.26544 -1.02980 -5.82601
47 H 1.16936 7.55476 9.64968
48 C -5.19003 2.07436 1.43151
49 C 8.13675 -0.00012 -6.21650
50 H -0.50398 8.17199 9.84007
51 H 3.39097 0.38290 -6.47381
52 C 5.23724 4.82076 2.34613
53 O 7.07978 4.64579 4.06017
54 H -0.77153 -4.47678 -3.47512
55 O -4.95677 4.51250 1.85922
56 C 7.75843 4.84299 5.32209
57 H 1.49618 4.13471 -0.68098
58 C -3.07073 -9.46158 -4.14199
59 H 4.16063 4.79274 2.18198
60 H 1.29391 8.38836 3.37342
61 O -2.91754 0.33855 -0.77099
62 H 8.15675 -0.47067 -7.20050
63 H -0.19761 6.35375 5.68861
64 H 0.22093 7.56700 4.52576
65 C 8.81760 1.35346 -6.23097
66 H -1.84707 -3.99597 4.03878
67 H -2.34205 4.62130 7.03046
68 H -1.71067 -0.69316 -3.53723
69 S 0.44519 4.22349 3.08929
70 H -4.61746 1.24397 1.01100
71 C -0.57068 5.74912 6.51310
72 C 0.20547 2.50840 -1.18679
73 H -5.95153 6.88911 4.15177
74 H -5.59035 1.77836 2.40171
75 O 5.72423 2.01359 -6.84158
76 H 0.79277 4.29462 -2.32678
77 N -0.70186 1.06239 -2.92589
78 H -3.62428 -2.33698 3.31696
79 H 5.71366 3.97894 1.85154
80 O -2.55037 -11.99280 -5.59931
81 C -2.73446 -4.27822 3.47105
82 H 1.05211 1.84561 -1.36656
83 O 1.20792 5.09508 4.18017
84 H -0.92346 -7.69828 2.27520
85 S -5.26918 4.80954 3.36962
86 H -3.44910 3.11770 2.21411
87 H -1.35353 2.92470 -2.48387
88 H -0.14024 2.37669 -0.15431
89 N 2.55777 -1.35020 -3.86599
90 H 1.55854 -9.05198 -2.15792
91 H 2.55167 6.57501 4.44931
92 C 0.77630 7.45437 3.59416
93 H 1.27167 -1.54865 -0.93791
94 C 0.35608 2.72431 3.99818
95 H -4.57190 -13.10641 -2.95267
96 H -0.61035 2.54886 -4.43650
97 H -4.77084 7.03305 2.81507
98 C 7.76696 3.59405 6.17793
99 C -2.12132 -0.30298 -1.49312
100 H -4.10039 -3.45107 2.02208
101 H 1.36581 2.36622 4.17974
102 O -0.79619 -7.21770 -3.99327
103 H -0.13111 -7.20827 0.74444
104 H 8.38390 2.00671 -6.98618
105 H 6.76672 3.34564 6.52885
106 C -0.18157 1.56189 -4.19482
107 H -6.03241 2.29076 0.77430
108 C 0.61077 3.97382 -1.29750
109 H 0.11125 4.90616 6.63668
110 F -5.62425 0.08137 -2.19864
111 H -5.74842 -1.41384 -3.53254
112 H -3.83307 3.46578 0.53852
113 C -4.27000 3.26675 1.51374
114 H -2.03852 4.77898 5.29690
115 H 1.02749 -4.86486 -1.02766
116 H -2.51287 -2.70384 1.99180
117 H 8.70961 1.84410 -5.26381
118 H -5.04586 -8.61755 -3.99877
119 C -0.34235 0.70120 -5.43879
120 C 1.78764 6.33294 3.71414
121 C -4.17981 -0.05556 -4.09542
122 H -3.97730 -14.15299 -4.27220
123 H 0.12202 1.26212 -6.25205
124 C -1.98961 5.29699 6.25142
125 H 1.57370 -4.90245 -2.69689
126 O -4.06125 4.68893 4.13526
127 H 8.77010 5.13053 5.04329
128 H 8.62983 -0.67289 -5.51723
129 S 0.48497 -7.34783 -3.36596
130 H 0.17776 7.04716 11.04846
131 H 2.29272 6.14662 2.76535
132 O -5.00119 -11.74654 -5.38737
133 S -0.45003 5.94636 9.10431
134 C 0.72347 -5.10603 -2.04424
135 H 0.56046 -9.66797 -3.50748
136 C -1.00680 -7.08864 1.37989
137 O 6.77514 0.06810 -5.75200
138 C -4.97510 -0.80793 -3.04758
139 C -4.21304 -8.64440 -4.70143
140 H -1.35071 -4.60132 -1.81446
141 H -3.86527 -7.62831 -4.88475
142 N -0.91560 2.12608 -2.03166
143 S 5.49077 4.67036 4.07789
144 O 0.61580 -1.21789 -2.85858
145 O 5.06421 5.86766 4.74306
146 H 0.89577 1.73322 -4.06253
147 C -0.50151 -4.31530 -2.42984
148 H 4.26501 0.50829 -4.92057
149 O -1.41486 -1.29398 -1.21206
150 H -6.47792 6.60483 2.46854
151 H 8.40897 3.75125 7.04520
152 O -0.44562 6.61830 7.67412
153 N 2.74817 -1.56087 -2.50579
154 H -2.26290 -9.56606 -4.86480
155 O -6.44441 4.11360 3.79646
156 O -3.49721 -10.77825 -3.68698
157 H -0.17071 2.91077 4.92928
158 H -2.81022 -13.35955 -3.17464

***

Entry 2:
Molecular formula: C35H84BN11O9P3
Method: DFT, the ωB97M-V functional and the def2-TZVPD basis

highest occupied orbital energy = -9.5 eV
molar mass = 906.86 g mol⁻¹
multiplicity = 1
orbital gap = 6.752 eV
DFT total energy = -101012.649 eV
charge = +1

Geometry (Å):
1 H -5.76006 3.73841 3.66226
2 C 2.66481 5.23831 -1.90361
3 H -3.09368 1.09266 1.11499
4 H 2.97072 4.82661 3.51833
5 H 2.69539 7.02143 3.44632
6 H 2.77064 -1.29275 -3.37815
7 H 0.40082 -3.82639 -0.60896
8 H 2.98017 1.33148 -1.49764
9 C 3.22083 -2.22295 -3.00546
10 H 4.46239 -7.00530 -3.03850
11 C -7.61401 3.53723 7.11802
12 C 0.55566 -2.77241 -0.30520
13 N -7.04748 2.19188 7.13221
14 H -4.92434 5.02902 4.53643
15 N 1.23149 -2.08456 -1.41778
16 H 1.35943 -3.80820 1.39890
17 H -8.05013 3.80371 6.15626
18 H 1.28209 4.67750 3.06951
19 N -4.85975 3.18870 5.51407
20 H 2.58609 -0.64495 2.57315
21 H 4.86328 -9.38022 -4.00456
22 O -4.46938 3.83444 1.14315
23 H -3.58566 2.27866 4.08000
24 H -0.87245 0.47144 1.73536
25 N 1.74607 0.24813 0.82677
26 H 2.21300 5.82217 -1.08576
27 H 2.15878 4.34838 0.57931
28 N -1.37481 1.47039 0.01294
29 H 1.50931 2.03086 -3.85374
30 C -0.72246 2.07151 -3.64058
31 C 4.18264 -6.57867 -4.01302
32 H -1.51730 2.20543 -4.38670
33 H -8.08537 1.70244 8.90695
34 C -0.67607 1.81740 -1.08324
35 H 4.34122 -9.08625 -7.53363
36 H 2.40793 -4.93559 -3.25608
37 H 1.66430 4.58307 -4.25535
38 H -2.90240 2.42730 5.71385
39 C 1.94849 -9.30820 -7.25729
40 H 0.92654 4.05358 -1.36414
41 C 2.25419 5.04201 2.70481
42 C 1.99761 -5.92963 -3.36710
43 H 4.11321 6.42550 -0.03826
44 H 4.79379 4.94402 -2.17075
45 H -8.01596 2.68500 4.37693
46 O 4.15430 0.32710 0.94607
47 H 5.62888 5.54213 -0.19052
48 N 0.55896 1.41563 -0.89753
49 H 0.77473 6.05015 0.60178
50 H -6.51257 2.46387 9.18657
51 B 3.04648 0.32185 0.13343
52 C 0.18582 6.51486 1.40902
53 C 1.69519 4.03958 -2.15729
54 H 1.81170 -8.43470 -7.90474
55 H 2.41031 -2.50632 0.76685
56 O 3.22461 0.42883 -1.23156
57 H -1.25430 3.61973 -2.11344
58 H -6.46871 4.50107 5.10446
59 C 2.78383 4.24469 1.47692
60 H -8.11931 1.15143 3.59484
61 H 0.59742 -2.61719 -3.41173
62 C 3.97812 -9.97455 -3.78600
63 O -2.27760 4.58794 -0.02374
64 H 0.42094 -0.91226 -2.97613
65 H -0.73318 -2.06401 -2.29578
66 C 0.83694 -1.77269 2.07964
67 P -2.90145 3.46985 0.97691
68 H -2.87616 4.79255 -0.76446
69 P -5.54710 1.81060 6.28897
70 H -3.42917 1.67142 -0.59097
71 C 4.29362 4.57042 1.19103
72 P 1.96389 -8.16828 -4.79520
73 H -6.61825 0.77660 8.66084
74 H 1.96559 -6.40623 -2.37595
75 C 2.27724 6.59307 2.52166
76 N 2.80477 -9.01017 -6.09874
77 H 4.22279 -10.49572 -2.85620
78 O 0.99419 7.18468 2.36513
79 C 4.53674 5.41256 -0.08445
80 H 2.19675 3.06625 -2.07737
81 C -7.84250 1.62349 4.54225
82 H -3.01949 3.84668 4.69454
83 H 0.97197 -2.24006 3.06910
84 O 0.95990 -7.50074 -5.72200
85 H -6.72430 -0.70683 5.38228
86 N -0.55296 0.82277 0.84163
87 H 4.75213 5.09963 2.04338
88 C -7.05708 1.76599 8.54125
89 N 2.77574 -6.72575 -4.31274
90 C -5.54314 4.13696 4.66571
91 O -2.20171 3.57743 2.24757
92 H 1.09564 0.28012 2.82356
93 H 3.83393 -10.73489 -4.55923
94 N -6.44671 1.34258 4.82128
95 H -6.88305 4.30418 7.40611
96 H 4.90350 -8.64754 -5.97354
97 H 2.73477 3.17564 1.77178
98 H -0.24698 -1.65093 1.92104
99 H -4.54576 4.80015 1.24332
100 O 2.68773 -3.86041 -1.42188
101 H 3.33153 -2.99246 -3.77932
102 H 2.39424 -10.10549 -7.85826
103 H 0.60500 2.75890 -5.17702
104 H 4.82146 -7.00998 -4.77969
105 H 4.44761 -5.51837 -3.99134
106 H 1.38170 -10.73918 -3.53513
107 H 0.96607 -9.65991 -6.94586
108 C -6.22832 -0.10838 4.60854
109 H -8.52538 1.24472 5.30821
110 H 4.21818 -1.96211 -2.62550
111 O -4.69219 1.87166 7.54357
112 C -2.77513 1.74004 0.28487
113 C 0.31656 -1.94168 -2.59003
114 C -1.27285 2.53299 -2.26524
115 C 4.06032 -8.51028 -6.64880
116 H -0.45000 -2.33758 -0.17904
117 C 0.66616 0.79043 0.28868
118 H -8.45676 3.59943 7.81008
119 H 4.86439 -0.22868 0.59199
120 H -5.15622 -0.33865 4.64203
121 H -0.54870 7.23280 1.01135
122 C 2.36441 -2.80079 -1.86146
123 C 0.97624 4.10500 -3.54492
124 H 2.79162 5.88713 -2.77905
125 H 4.07696 3.61315 -1.26703
126 H 0.96032 -9.33699 -2.53539
127 H 4.00073 -7.45262 -6.93910
128 C 1.37398 -2.77904 1.02041
129 C 1.79189 -9.96724 -2.87274
130 C -3.53026 2.92526 4.97013
131 H -6.58986 -0.43308 3.63058
132 H 2.96579 6.89000 1.71091
133 C 0.64629 2.67412 -4.07644
134 N 2.81030 -9.14213 -3.56764
135 H 0.96839 -5.80988 -3.72075
136 H -0.40810 5.74348 1.93133
137 H -2.34578 2.26248 -2.25421
138 H 2.20073 -10.45012 -1.98378
139 C 4.04883 4.70660 -1.39107
140 H -0.57155 0.97979 -3.55498
141 H 4.82433 3.60491 1.12434
142 H 0.06344 4.71633 -3.44718
143 C 1.60637 -0.42038 2.14118

***

Entry 3:
Molecular formula: C35H84N5O14V2
Method: DFT, the ωB97M-V functional and the def2-TZVPD basis

highest occupied orbital energy = -9.5 eV
molar mass = 900.97 g mol⁻¹
multiplicity = 1
orbital gap = 2.666 eV
DFT total energy = -125130.573 eV
charge = +1

Geometry (Å):
1 C 7.50413 -14.36803 40.00507
2 H -3.13555 -12.11982 37.17745
3 H 8.01121 -17.29651 37.57591
4 C -1.56550 -14.36432 34.48073
5 H 5.85641 -15.23224 38.03439
6 C -3.81655 -19.14388 28.15430
7 H 5.83739 -16.39804 35.98206
8 H 5.78399 -18.96050 36.29127
9 C -0.01974 -7.01712 38.19584
10 H 0.33888 -9.19717 36.59676
11 H -2.30558 -12.73754 38.62705
12 C 0.17863 -17.49538 32.29981
13 N 2.94218 -23.08875 34.79440
14 V -1.22864 -20.72372 29.73946
15 H 0.81405 -17.53987 39.91746
16 H -0.50831 -11.90522 36.69388
17 H 2.17814 -20.27780 39.73951
18 C -1.80113 -17.86602 37.61114
19 C 3.52503 -17.18754 33.49689
20 O -0.58373 -18.55114 30.19800
21 H -0.64023 -14.88081 34.75862
22 H 4.59341 -20.00606 31.48092
23 H 0.63157 -6.61112 37.41687
24 O 0.01687 -21.31991 30.52996
25 C -2.20023 -21.44498 33.01244
26 C -1.31119 -19.16787 37.00076
27 H 8.49684 -14.02624 39.70080
28 H 1.53053 -22.84795 33.37968
29 H 0.99182 -17.00256 31.75171
30 O 0.13171 -21.03687 37.11138
31 H 0.63638 -18.46914 32.49537
32 H 3.73553 -25.97052 39.00557
33 H -2.08526 -10.04298 36.44333
34 C 3.74916 -23.91824 37.01960
35 H -5.34558 -19.61965 30.32774
36 H 4.16200 -21.31285 30.36331
37 H -0.81732 -14.17275 37.02433
38 H 3.06215 -22.00524 36.57345
39 C -4.20949 -20.33112 27.24720
40 C -4.44983 -20.24274 30.31517
41 H -2.59294 -18.09525 38.32876
42 C -2.58657 -20.00544 36.78262
43 O -0.93959 -7.98532 37.70758
44 O 0.23906 -16.52446 28.14959
45 C 3.82816 -20.74912 31.23253
46 O -1.82388 -13.29696 35.38875
47 O 7.19167 -15.64786 39.51271
48 C 0.66014 -19.26985 38.66558
49 H 0.03622 -18.07402 35.65056
50 C -0.65267 -17.09541 38.27928
51 C 3.90467 -26.08413 37.93379
52 H 3.38127 -23.86206 34.33862
53 C 1.87300 -18.86859 37.76316
54 O -5.51907 -20.70711 27.63532
55 V 0.61322 -18.10049 28.32719
56 H 7.61118 -15.02828 37.59890
57 H -4.12509 -19.39397 32.19662
58 H -3.08845 -18.78707 29.97785
59 H -6.95631 -22.22570 27.40396
60 H 2.07533 -17.80728 37.61532
61 H 0.89495 -19.86011 40.74116
62 C 0.04835 -17.99872 39.28942
63 H 4.66970 -23.96769 36.41962
64 H 0.48962 -7.36083 39.09368
65 H 7.30607 -18.78453 35.48784
66 H -2.27194 -20.87445 33.93888
67 N -3.38209 -19.63847 29.49197
68 H 5.53185 -19.21545 33.88346
69 H -2.75024 -22.38963 33.05281
70 O -2.14649 -21.96184 29.30876
71 H 3.67694 -27.09442 37.59921
72 C 6.31850 -18.32190 35.57907
73 H -0.65608 -6.15742 38.42084
74 C 2.06270 -22.18538 34.07386
75 H 3.80144 -16.13426 33.38338
76 H -4.66820 -21.19831 29.84795
77 H 4.03757 -23.43686 37.95956
78 C 6.87127 -15.63275 38.12644
79 H -4.57030 -18.37092 28.28176
80 H -3.37522 -19.51966 36.20253
81 H -0.33865 -19.69638 35.05758
82 H -2.90308 -18.78358 27.66772
83 H 2.46411 -17.28138 33.73185
84 H -2.38160 -15.09264 34.48391
85 H -2.30538 -17.31084 36.81941
86 H 2.96517 -20.15229 30.91493
87 N -0.34492 -19.90921 37.78849
88 H -1.15454 -21.72795 32.88256
89 H 3.66026 -17.80684 32.59837
90 O -2.59691 -20.72529 31.85911
91 H 2.74084 -19.45750 38.06835
92 N -1.06057 -11.61934 37.49181
93 H -4.58378 -21.20176 32.15845
94 N 6.65991 -16.98381 36.11876
95 H -5.33380 -22.75702 27.65648
96 H -0.33100 -21.75589 37.55958
97 H -1.44670 -13.89991 33.50338
98 C -3.97444 -20.38701 31.76825
99 C -0.93706 -17.77202 31.31800
100 H 6.72856 -13.65042 39.71073
101 H -3.56684 -21.19294 27.44664
102 O 3.15493 -25.19374 37.12355
103 H 7.45565 -14.41732 41.09312
104 C -0.33602 -9.23390 37.45847
105 H 0.79047 -21.31564 39.55986
106 H 6.42450 -17.80120 38.15942
107 O 3.57970 -21.66462 32.26427
108 C -2.20908 -12.55945 37.55233
109 H -1.01468 -16.23002 38.84075
110 H 4.97744 -25.95194 37.75432
111 H -2.46195 -14.65717 36.87740
112 H 0.20592 -9.59006 38.34595
113 C -5.92718 -21.96977 27.16764
114 C 6.94604 -17.04461 37.56992
115 H 1.74926 -23.26469 36.40160
116 H -1.83559 -18.19840 31.78496
117 H 2.02694 -20.40531 32.89342
118 H -5.75282 -22.09518 26.09561
119 C -1.80158 -13.79564 36.72480
120 H -2.15572 -9.96423 38.16290
121 H -1.57845 -18.47573 34.95365
122 H 6.07151 -17.61666 33.48191
123 C 2.77869 -21.09726 33.29010
124 H -0.09115 -16.83103 33.11339
125 H -1.38564 -16.81477 31.00817
126 H -2.99910 -20.27012 37.75639
127 C -1.48623 -10.24176 37.34463
128 H 3.47913 -20.60077 33.97305
129 C 2.80297 -23.01882 36.25201
130 O 4.27167 -17.74167 34.54414
131 O 2.14708 -18.16713 28.58791
132 C 1.08494 -20.29251 39.75987
133 H 1.84034 -19.21547 36.72038
134 H -2.36759 -20.89188 36.17807
135 H 0.03305 -16.65205 37.55319
136 H -4.17596 -20.08534 26.18396
137 C -0.74948 -18.82624 35.57444
138 H -0.70981 -18.27539 40.03041
139 H 1.37887 -21.69758 34.77018
140 C 5.56937 -18.18135 34.27484